{
  "formula": "C47H73AuN4O2SbSi3Te",
  "method": "wB97M-V/def2-TZVPD",
  "symbols": ["Au", "C", "Si", "C", "C", "Sb", "Si", "C", "C", "C", "Si", "C", "C", "C", "H", "H", "H", "H", "H", "H", "H", "H", "H", "H", "H", "H", "H", "H", "H", "H", "H", "H", "H", "H", "H", "H", "H", "H", "H", "H", "H", "C", "C", "C", "N", "H", "H", "H", "H", "H", "C", "C", "N", "C", "C", "C", "O", "C", "C", "C", "C", "N", "C", "H", "H", "H", "H", "H", "H", "H", "H", "H", "H", "H", "H", "H", "H", "C", "C", "C", "C", "C", "C", "Te", "N", "C", "O", "C", "C", "C", "C", "C", "C", "C", "C", "C", "C", "C", "C", "C", "C", "C", "C", "C", "C", "H", "H", "H", "H", "H", "H", "H", "H", "H", "H", "H", "H", "H", "H", "H", "H", "H", "H", "H", "H", "H", "H", "H", "H", "H", "H", "H"],
  "xyz": [[-1.2109, 0.4992, -1.4496], [3.1506, 1.1758, 2.3333], [3.8821, 0.4555, 0.7645], [5.6368, 1.0884, 0.6061], [4.0515, -1.3925, 0.9631], [2.0812, 0.9281, -1.0215], [2.9369, 3.2206, -1.8075], [1.9910, 4.4269, -0.7109], [4.7658, 3.5688, -1.6103], [2.4974, 3.6788, -3.5727], [3.0076, -0.5788, -2.8749], [4.8783, -0.6514, -2.8739], [2.4377, 0.0326, -4.5461], [2.3263, -2.2928, -2.5997], [3.5926, 0.7033, 3.2209], [2.0664, 1.0095, 2.3626], [3.3266, 2.2576, 2.3997], [6.2245, 0.6527, 1.4248], [5.7062, 2.1769, 0.6763], [6.0945, 0.7788, -0.3416], [4.6576, -1.6191, 1.8483], [4.5378, -1.8450, 0.0880], [3.0806, -1.8822, 1.0900], [2.1013, 4.1677, 0.3506], [0.9203, 4.3862, -0.9529], [2.3370, 5.4606, -0.8524], [5.0148, 3.7656, -0.5628], [5.0510, 4.4488, -2.1998], [5.3763, 2.7214, -1.9434], [1.4312, 3.5332, -3.7762], [3.0613, 3.0922, -4.3049], [2.7344, 4.7378, -3.7336], [5.3113, 0.3556, -2.9203], [5.2442, -1.2208, -3.7382], [5.2518, -1.1358, -1.9636], [2.8319, 1.0283, -4.7732], [1.3406, 0.0815, -4.5876], [2.7760, -0.6555, -5.3315], [2.6240, -2.6783, -1.6150], [2.6846, -2.9928, -3.3657], [1.2288, -2.2754, -2.6292], [-5.7459, -0.9881, -2.4577], [-6.0403, 0.1047, -1.4142], [-4.7899, 0.6485, -0.8658], [-3.7569, 1.0064, -0.5101], [-6.6793, -1.4158, -2.8246], [-5.1419, -1.7835, -2.0197], [-5.1880, -0.5757, -3.2989], [-6.6273, -0.2937, -0.5890], [-6.6027, 0.9269, -1.8522], [-0.8062, 8.1886, 0.2922], [-0.9198, 6.8064, 0.9223], [-2.3032, 6.3768, 1.1374], [-3.0815, 7.0587, 2.1782], [-4.1406, 7.9953, 1.6096], [-2.8855, 5.3093, 0.5264], [-3.9919, 4.8887, 0.8329], [-2.1407, 4.6519, -0.6068], [-1.9871, 5.2845, -1.8296], [-1.4265, 4.5880, -2.8827], [-1.0551, 3.2718, -2.6847], [-1.1940, 2.6506, -1.5050], [-1.7288, 3.3364, -0.4853], [0.2464, 8.4408, 0.1367], [-1.2456, 8.9551, 0.9361], [-1.3156, 8.2212, -0.6756], [-0.4120, 6.8071, 1.8888], [-0.4191, 6.0724, 0.2994], [-2.3773, 7.6035, 2.8069], [-3.5683, 6.2975, 2.7823], [-3.6911, 8.7632, 0.9763], [-4.6826, 8.4890, 2.4202], [-4.8555, 7.4243, 1.0172], [-2.3132, 6.3118, -1.9547], [-1.2784, 5.0532, -3.8489], [-0.6350, 2.6742, -3.4851], [-1.8121, 2.8112, 0.4594], [4.7786, -5.5499, 4.0399], [3.5895, -4.9565, 3.3235], [2.8663, -3.9044, 3.8736], [1.8059, -3.3007, 3.1971], [1.1196, -2.1287, 3.8659], [1.4374, -3.7804, 1.9215], [0.1716, -2.5532, 0.5897], [-1.1359, -1.6050, -1.2139], [-1.7741, -1.9553, -2.3222], [-2.1694, -0.9997, -3.0738], [-2.0742, -3.3542, -2.8027], [-1.8056, -4.5031, -2.0646], [-2.0822, -5.7621, -2.5818], [-2.6419, -5.8863, -3.8462], [-2.9309, -4.7450, -4.5854], [-2.6481, -3.4878, -4.0668], [-1.5145, -2.7095, 1.8827], [-1.9794, -3.9660, 2.3024], [-1.3974, -5.2949, 1.8613], [-3.0364, -4.0260, 3.2149], [-3.6390, -2.8900, 3.7224], [-4.7519, -2.9739, 4.7366], [-3.1737, -1.6526, 3.2834], [-2.1223, -1.5350, 2.3840], [-1.6753, -0.1441, 2.0001], [2.1316, -4.8718, 1.3795], [1.7905, -5.4909, 0.0357], [3.1951, -5.4355, 2.0845], [5.0738, -4.9329, 4.8896], [5.6338, -5.6336, 3.3653], [4.5568, -6.5530, 4.4131], [3.1535, -3.5167, 4.8495], [1.6338, -1.8590, 4.7900], [0.0805, -2.3624, 4.1073], [1.1146, -1.2527, 3.2113], [-1.3801, -4.3965, -1.0858], [-1.8582, -6.6468, -1.9960], [-2.8530, -6.8691, -4.2539], [-3.3732, -4.8377, -5.5705], [-2.8600, -2.5900, -4.6328], [-0.7655, -5.2004, 0.9854], [-2.2005, -6.0015, 1.6384], [-0.7783, -5.7235, 2.6547], [-3.3864, -5.0042, 3.5375], [-4.9781, -4.0102, 4.9908], [-5.6655, -2.5094, 4.3560], [-4.4775, -2.4490, 5.6534], [-3.6380, -0.7456, 3.6667], [-2.2034, 0.6070, 2.5907], [-1.8826, 0.0444, 0.9479], [-0.5983, -0.0151, 2.1432], [1.0650, -4.9029, -0.5197], [1.3765, -6.4951, 0.1741], [2.6857, -5.5920, -0.5834], [3.7425, -6.2628, 1.6353]],
  "mulliken_spin": [0.095, 0.003, 0.000, 0.004, -0.002, 0.020, 0.006, 0.002, 0.002, 0.000, -0.004, 0.002, -0.001, 0.007, 0.000, -0.001, 0.000, 0.000, 0.000, -0.001, 0.000, 0.001, 0.008, 0.000, 0.000, 0.000, 0.000, 0.000, 0.000, 0.000, 0.000, 0.000, 0.000, 0.000, 0.000, 0.000, 0.001, 0.000, 0.002, 0.001, -0.009, -0.001, 0.001, 0.008, -0.001, 0.000, 0.001, 0.000, 0.000, 0.000, 0.000, 0.000, 0.000, 0.000, 0.000, 0.000, 0.000, -0.005, 0.000, 0.000, -0.001, -0.035, -0.004, 0.000, 0.000, 0.000, 0.000, 0.000, 0.000, 0.000, 0.000, 0.000, 0.000, 0.000, 0.000, 0.001, 0.001, 0.001, -0.005, 0.008, -0.006, 0.003, 0.129, 0.055, 0.558, -0.033, 0.180, -0.010, 0.029, 0.003, -0.003, 0.004, 0.011, 0.020, -0.014, 0.013, -0.002, 0.000, 0.000, 0.001, -0.016, -0.008, -0.046, 0.014, 0.007, 0.000, 0.000, 0.000, 0.001, 0.000, 0.001, 0.000, -0.025, 0.000, 0.000, 0.000, 0.014, -0.002, 0.000, 0.000, 0.000, 0.000, 0.000, 0.000, 0.000, 0.000, 0.025, 0.002, -0.008, 0.000, 0.001, -0.001],
  "charge": 0,
  "spin_multiplicity": 2,
  "e_above_lowest_kj_mol": 153.4,
  "homo_ev": [-6.73, -6.66],
  "e_lumo_ev": [0.099, -0.910],
  "e_tot_ev": -101136.912,
  "max_force_ev_per_a": 1.79,
  "orbital_gap_ev": [6.83, 5.75]
}